Entry 1:
{"formula": "C3F5N", "method": "ωB97M-V/def2-TZVPD", "elements": ["C", "C", "C", "N", "F", "F", "F", "F", "F"], "xyz": [[0.09, 1.05, -0.69], [1.06, 0.34, -0.10], [-0.99, -0.40, 0.06], [0.40, -0.80, 0.40], [-0.07, 1.88, -1.69], [2.38, 0.40, 0.03], [-1.53, -1.28, -0.75], [-1.85, -0.10, 0.98], [0.52, -1.08, 1.75]], "nbo_charge": [0.2374, 0.3913, 0.8276, -0.1096, -0.2718, -0.2725, -0.2953, -0.2772, -0.2299], "e_above_lowest_ev": 3.7720, "molar_mass_da": 145.03, "homo_ha": -0.369, "homo_lumo_gap_ev": 10.7, "energy_ha": -668.20898, "lumo_ev": 0.63}



Entry 2:
{"formula": "C26H17ClIMgN3O4", "method": "ωB97M-V/def2-TZVPD", "elements": ["Mg", "C", "O", "C", "C", "C", "C", "C", "C", "N", "N", "C", "C", "O", "C", "C", "C", "C", "C", "C", "C", "C", "H", "H", "H", "H", "H", "H", "H", "H", "H", "H", "H", "H", "H", "Cl", "C", "C", "C", "I", "C", "O", "C", "N", "C", "C", "C", "C", "H", "H", "H", "H", "O"], "xyz": [[-0.39, -0.56, -0.05], [1.02, 2.29, 1.33], [-0.08, 1.80, 0.61], [-1.32, 2.25, 0.98], [-1.53, 3.23, 1.94], [-2.83, 3.66, 2.21], [-3.90, 3.13, 1.52], [-3.68, 2.17, 0.54], [-2.40, 1.70, 0.29], [-2.04, 0.81, -0.74], [-2.91, 0.54, -1.60], [-2.43, -0.24, -2.65], [-1.04, -0.45, -2.91], [-0.08, -0.02, -2.19], [-0.71, -1.17, -4.12], [-1.65, -1.65, -4.97], [-3.04, -1.45, -4.73], [-4.02, -1.94, -5.61], [-5.36, -1.74, -5.37], [-5.74, -1.03, -4.21], [-4.81, -0.55, -3.33], [-3.42, -0.74, -3.56], [1.17, 3.36, 1.14], [0.89, 2.12, 2.41], [1.89, 1.73, 0.99], [-0.70, 3.65, 2.49], [-2.98, 4.42, 2.97], [-4.91, 3.47, 1.73], [-4.50, 1.74, -0.02], [0.34, -1.34, -4.28], [-1.35, -2.21, -5.85], [-3.70, -2.49, -6.48], [-6.11, -2.12, -6.05], [-6.80, -0.88, -4.01], [-5.11, -0.02, -2.44], [4.96, -5.14, 1.62], [3.67, -4.28, 0.80], [3.21, -4.76, -0.40], [2.16, -4.13, -1.07], [1.43, -4.92, -2.85], [1.52, -2.96, -0.58], [0.53, -2.40, -1.10], [2.10, -2.44, 0.65], [1.52, -1.32, 1.11], [1.80, -0.88, 2.31], [2.78, -1.49, 3.11], [3.46, -2.58, 2.63], [3.11, -3.12, 1.37], [3.64, -5.66, -0.82], [1.17, -0.07, 2.66], [3.00, -1.09, 4.10], [4.23, -3.06, 3.22], [-1.36, -0.62, 1.51]], "nbo_charge": [1.7974, -0.2483, -0.5265, 0.4294, -0.3341, -0.2421, -0.2467, -0.2231, 0.0961, -0.2783, -0.2203, -0.0054, 0.3869, -0.7804, -0.2326, -0.2014, -0.1056, -0.1778, -0.2873, -0.2348, -0.2084, -0.0253, 0.1599, 0.1775, 0.1986, 0.1971, 0.1851, 0.1872, 0.2184, 0.2109, 0.1865, 0.1860, 0.1862, 0.1883, 0.2265, -0.0825, -0.1466, -0.2193, -0.3001, 0.0756, 0.3846, -0.7323, 0.0805, -0.4508, 0.0485, -0.2699, -0.1878, -0.0332, 0.2179, 0.2264, 0.1999, 0.2066, -1.6569], "total_charge": -2, "e_above_lowest_ev": 0.0000, "molar_mass_da": 622.10, "homo_ha": [0.013, 0.015], "homo_lumo_gap_ev": [3.7, 3.7], "energy_ha": -2424.23415, "lumo_ev": [4.07, 4.07]}



Entry 3:
{"formula": "C24H48CaF6O24P", "method": "ωB97M-V/def2-TZVPD", "elements": ["Ca", "P", "F", "F", "F", "F", "F", "F", "C", "O", "C", "O", "O", "C", "H", "H", "H", "H", "H", "H", "C", "O", "C", "O", "O", "C", "H", "H", "H", "H", "H", "H", "C", "O", "C", "O", "O", "C", "H", "H", "H", "H", "H", "H", "C", "O", "C", "O", "O", "C", "H", "H", "H", "H", "H", "H", "C", "O", "C", "O", "O", "C", "H", "H", "H", "H", "H", "H", "C", "O", "C", "O", "O", "C", "H", "H", "H", "H", "H", "H", "C", "O", "C", "O", "O", "C", "H", "H", "H", "H", "H", "H", "C", "O", "C", "O", "O", "C", "H", "H", "H", "H", "H", "H"], "xyz": [[1.87, 2.57, -0.31], [0.75, -0.25, -0.85], [-0.04, 1.16, -0.70], [-0.02, -0.45, -2.24], [1.94, 0.59, -1.60], [1.58, -1.62, -1.11], [1.48, 0.00, 0.53], [-0.41, -1.09, -0.09], [-0.79, 6.10, 1.29], [-1.65, 5.34, 0.46], [-1.25, 4.39, -0.34], [-0.11, 4.02, -0.54], [-2.34, 3.92, -0.95], [-2.15, 3.00, -2.05], [-1.05, 7.15, 1.20], [0.28, 6.04, 1.06], [-0.87, 5.73, 2.31], [-1.74, 2.07, -1.68], [-1.49, 3.47, -2.78], [-3.13, 2.98, -2.52], [5.63, 3.17, 1.81], [5.22, 2.13, 2.68], [4.06, 1.55, 2.43], [3.29, 1.88, 1.56], [3.88, 0.62, 3.33], [2.71, -0.19, 3.26], [5.03, 4.07, 1.99], [5.37, 2.90, 0.78], [6.68, 3.41, 1.90], [2.65, -0.68, 4.23], [2.79, -0.90, 2.44], [1.74, 0.31, 3.26], [1.50, 4.46, 3.76], [0.46, 3.49, 3.88], [0.18, 2.76, 2.80], [0.69, 2.88, 1.71], [-0.75, 1.91, 3.18], [-1.17, 0.89, 2.29], [2.41, 3.98, 3.41], [1.72, 4.83, 4.76], [1.24, 5.31, 3.14], [-1.57, 1.26, 1.35], [-1.95, 0.29, 2.77], [-0.40, 0.13, 2.15], [-4.04, -5.26, 4.32], [-3.41, -4.20, 3.59], [-2.19, -4.38, 3.08], [-1.52, -5.36, 3.20], [-1.81, -3.38, 2.30], [-2.75, -2.35, 2.00], [-4.23, -4.92, 5.33], [-3.41, -6.15, 4.35], [-4.93, -5.51, 3.74], [-3.21, -1.92, 2.89], [-3.56, -2.64, 1.33], [-2.18, -1.53, 1.57], [4.81, -0.70, -0.68], [5.28, 0.18, -1.70], [4.85, 1.40, -1.74], [4.04, 1.91, -0.98], [5.50, 2.05, -2.70], [5.24, 3.41, -2.87], [5.53, -1.51, -0.56], [3.84, -1.10, -0.94], [4.68, -0.26, 0.31], [5.55, 3.95, -1.96], [4.19, 3.69, -2.94], [5.77, 3.87, -3.70], [1.61, 0.93, -4.67], [1.68, 2.33, -4.88], [1.41, 3.14, -3.88], [1.31, 2.80, -2.72], [1.19, 4.34, -4.38], [0.87, 5.42, -3.53], [1.67, 0.56, -5.69], [0.62, 0.62, -4.31], [2.28, 0.39, -3.99], [1.44, 5.45, -2.60], [-0.19, 5.49, -3.30], [1.10, 6.34, -4.07], [-6.89, -4.52, -2.31], [-5.63, -4.31, -1.66], [-4.68, -3.66, -2.33], [-4.62, -3.43, -3.51], [-3.80, -3.21, -1.45], [-2.86, -2.21, -1.80], [-7.53, -3.64, -2.27], [-7.35, -5.36, -1.79], [-6.67, -4.88, -3.31], [-3.36, -1.29, -2.09], [-2.15, -2.53, -2.56], [-2.24, -2.03, -0.93], [-3.48, -7.47, 0.90], [-2.98, -6.41, 0.12], [-1.68, -6.11, 0.18], [-0.88, -6.61, 0.90], [-1.50, -5.06, -0.61], [-0.32, -4.32, -0.49], [-2.75, -8.29, 0.89], [-4.37, -7.93, 0.47], [-3.66, -7.19, 1.93], [-0.32, -3.49, -1.19], [0.60, -4.85, -0.77], [-0.20, -3.92, 0.52]], "mulliken_charge": [1.6502, 1.3269, 0.0187, -0.4630, -0.4282, -0.5293, -0.2508, -0.3793, -0.7322, -0.3948, 0.5829, -0.2085, -0.4188, -0.1950, 0.4201, 0.1970, 0.3087, -0.0293, 0.0357, 0.3001, -0.2486, -0.4074, 0.3987, 0.2549, -0.4291, -0.3589, 0.2586, -0.1879, 0.3093, 0.3376, 0.2830, -0.0346, -0.2358, -0.4369, 0.3026, -0.0008, -0.3983, -0.4986, -0.1005, 0.3102, 0.1300, 0.3471, 0.2154, 0.1674, -0.7965, -0.3625, 0.6527, -0.5451, -0.0742, 0.3425, 0.2604, 0.3523, 0.2801, 0.4098, 0.2171, -0.7818, -0.1899, -0.4152, 0.7215, -0.2786, -0.3926, -0.4353, 0.3956, 0.0888, -0.0602, 0.2551, -0.0311, 0.3055, -0.5887, -0.4261, 0.3516, 0.3516, -0.4219, -0.5973, 0.3609, 0.2841, 0.1803, 0.2081, 0.2560, 0.3845, -0.7219, -0.2955, 0.6281, -0.5877, 0.0145, -0.5291, 0.2792, 0.2316, 0.3434, 0.5268, 0.3735, -0.2885, -0.6593, -0.2145, 0.7322, -0.5547, -0.2353, -0.4869, 0.3341, 0.2755, 0.1351, -0.0286, 0.4195, 0.2582], "total_charge": 1, "molar_mass_da": 905.66, "homo_ha": -0.424, "homo_lumo_gap_ev": 8.6, "energy_ha": -4367.40816, "lumo_ev": -2.90}



Entry 4:
{"formula": "C5H12N", "method": "ωB97M-V/def2-TZVPD", "elements": ["C", "C", "C", "C", "C", "N", "H", "H", "H", "H", "H", "H", "H", "H", "H", "H", "H", "H"], "xyz": [[0.15, 0.84, 2.20], [-0.06, -0.34, -1.17], [-1.50, -0.96, -1.01], [0.21, 0.94, -1.79], [0.42, -0.04, 0.83], [1.18, -1.07, 1.16], [-0.92, 0.93, 2.52], [0.28, 1.77, 1.60], [-1.81, -0.93, -2.04], [-2.10, -0.11, -0.54], [-1.51, -1.88, -0.36], [0.92, 1.62, -1.18], [-0.70, 1.39, -1.73], [0.58, 0.92, -2.87], [0.71, -1.07, -1.31], [0.92, 0.62, 2.95], [1.84, -1.50, 0.59], [1.38, -1.12, 2.14]], "nbo_charge": [-0.6659, 0.1140, -0.6560, -0.7202, 0.3602, -0.8317, 0.2581, 0.2543, 0.2725, 0.2384, 0.2663, 0.2972, 0.2293, 0.3052, 0.1955, 0.2537, 0.4042, 0.4248], "total_charge": 1, "e_above_lowest_ev": 3.0261, "molar_mass_da": 86.16, "homo_ha": [-0.409, -0.595], "homo_lumo_gap_ev": [6.7, 8.1], "energy_ha": -251.94140, "lumo_ev": [-4.39, -8.09], "spin_multiplicity": 3}



Entry 5:
{"formula": "C4H11N3O", "method": "ωB97M-V/def2-TZVPD", "elements": ["C", "C", "C", "C", "N", "N", "N", "O", "H", "H", "H", "H", "H", "H", "H", "H", "H", "H", "H"], "xyz": [[0.10, -0.70, 0.28], [-1.14, 0.19, 0.60], [1.47, -0.16, 0.07], [1.61, 0.35, -1.37], [-0.18, -1.96, 0.33], [-1.79, 0.47, -0.69], [-0.83, 1.50, 1.15], [-1.85, -0.62, 1.43], [-1.33, -1.86, 0.93], [0.59, -2.61, 0.24], [-2.28, -0.37, -1.00], [-2.50, 1.17, -0.52], [-0.23, 2.05, 0.56], [-0.46, 1.43, 2.09], [2.22, -0.93, 0.29], [1.64, 0.67, 0.77], [2.60, 0.79, -1.51], [1.50, -0.49, -2.07], [0.84, 1.08, -1.59]], "nbo_charge": [0.4424, 0.4539, -0.4919, -0.5944, -0.7128, -0.8767, -0.8494, -0.8162, 0.4845, 0.3873, 0.3642, 0.3760, 0.3607, 0.3729, 0.2095, 0.2348, 0.2147, 0.2100, 0.2305], "e_above_lowest_ev": 2.2395, "molar_mass_da": 117.15, "homo_ha": -0.317, "homo_lumo_gap_ev": 9.2, "energy_ha": -398.47187, "lumo_ev": 0.56}



Entry 6:
{"formula": "C15H24AuF9N3O2V", "method": "ωB97M-V/def2-TZVPD", "elements": ["N", "C", "O", "Au", "V", "N", "N", "C", "C", "C", "C", "C", "C", "C", "C", "H", "H", "H", "H", "H", "H", "H", "H", "H", "H", "H", "H", "H", "H", "H", "H", "H", "H", "C", "H", "H", "H", "C", "H", "H", "H", "F", "C", "F", "F", "C", "O", "C", "F", "F", "F", "C", "F", "F", "F"], "xyz": [[-1.87, -0.40, 0.14], [-3.67, -2.31, 0.63], [-4.29, -2.77, 1.48], [-3.94, -0.49, 0.18], [-0.30, 0.07, 0.27], [-0.05, 1.80, -0.52], [0.90, -0.95, -0.80], [-0.48, 2.21, -1.86], [0.57, -2.16, -1.60], [-0.78, 3.72, -1.94], [0.60, 1.82, -2.86], [-1.76, 1.50, -2.25], [0.19, -3.26, -0.61], [1.76, -2.60, -2.47], [-0.61, -1.88, -2.50], [-1.45, 4.01, -1.13], [-1.22, 3.99, -2.90], [0.17, 4.29, -1.84], [1.50, 2.43, -2.70], [0.26, 2.02, -3.88], [0.84, 0.75, -2.78], [-1.62, 0.42, -2.38], [-2.14, 1.86, -3.21], [-2.55, 1.64, -1.52], [1.02, -3.47, 0.07], [-0.05, -4.16, -1.19], [-0.69, -2.98, -0.02], [2.61, -2.94, -1.86], [2.09, -1.79, -3.12], [1.44, -3.44, -3.11], [-0.83, -2.79, -3.07], [-0.39, -1.08, -3.20], [-1.48, -1.60, -1.92], [0.81, 2.69, 0.25], [0.84, 2.39, 1.32], [1.86, 2.68, -0.14], [0.48, 3.74, 0.20], [2.29, -0.75, -0.44], [2.34, -0.06, 0.40], [2.77, -1.66, -0.06], [2.87, -0.30, -1.25], [1.47, -2.02, 3.49], [1.44, -0.74, 3.95], [1.48, -0.76, 5.31], [2.57, -0.14, 3.50], [0.14, 0.01, 3.43], [0.18, 0.08, 2.06], [-1.13, -0.79, 3.88], [-1.14, -1.00, 5.23], [-2.26, -0.11, 3.56], [-1.20, -1.99, 3.28], [0.12, 1.47, 4.00], [0.00, 1.49, 5.35], [1.25, 2.16, 3.67], [-0.91, 2.17, 3.47]], "nbo_charge": [-0.6805, 0.3294, -0.3504, 0.9463, 1.1752, -0.1732, -0.2442, 0.0597, 0.0874, -0.6183, -0.5734, -0.6147, -0.5886, -0.6342, -0.6160, 0.2363, 0.2654, 0.2285, 0.2334, 0.2687, 0.2104, 0.2265, 0.2578, 0.2150, 0.2339, 0.2668, 0.2231, 0.2327, 0.2270, 0.2600, 0.2585, 0.2195, 0.2238, -0.5131, 0.2729, 0.2902, 0.2888, -0.4787, 0.2331, 0.2743, 0.2771, -0.3086, 0.9787, -0.2811, -0.3057, 0.0212, -0.6862, 0.9658, -0.2843, -0.3107, -0.3045, 0.9772, -0.2783, -0.3105, -0.3095], "total_charge": 2, "molar_mass_da": 697.27, "homo_ha": [-0.588, -0.588], "homo_lumo_gap_ev": [4.6, 4.6], "energy_ha": -2878.43604, "lumo_ev": [-11.43, -11.43]}